C55H121BF4N6O3 | ωB97M-V/def2-TZVPD

Results
- Total charge: +4
- Relative energy (zero: lowest compared OMol25 entry of this formula, charge and spin): 114.4 kcal/mol
- F_max: 3.5 eV/A
- HOMO-LUMO gap: 4.94 eV
- LUMO energy: -5.6 eV
- E: -85596.28010 eV

```
190
Properties=species:S:1:pos:R:3:forces:R:3
C -5.836176 -1.626466 -11.659512 0.66 -1.05 0.27
C -4.601366 -1.023816 -10.963242 -1.41 1.15 -0.69
C -4.408446 0.427504 -11.472642 1.91 -0.62 0.30
N -3.145806 1.152064 -10.884862 0.27 0.09 -0.94
C -3.397256 1.593524 -9.426382 -1.18 0.39 -2.26
C -4.537586 2.691044 -9.448172 1.31 -0.49 1.28
C -4.232516 3.914234 -10.302922 0.66 -0.37 -0.04
C -3.956666 3.482814 -11.749212 -0.28 -0.83 -0.44
C -2.869746 2.347124 -11.838482 -0.13 1.10 1.58
C -1.875206 0.245984 -10.962442 -2.25 0.06 0.27
H -5.695156 -1.568826 -12.738812 -0.53 -0.02 0.00
H -6.833336 -1.369286 -11.302262 0.22 0.82 -0.22
H -5.770356 -2.670266 -11.352502 -0.11 -0.32 -0.49
H -3.766796 -1.623016 -11.327332 0.09 0.02 0.58
H -4.836926 -1.137996 -9.905142 0.77 0.26 0.18
H -5.265256 1.098814 -11.415002 0.18 -0.26 0.27
H -4.094986 0.344044 -12.513252 -0.46 -0.01 -0.19
H -3.726546 0.669304 -8.951532 0.17 0.25 0.36
H -2.422946 1.933014 -9.074842 -0.28 0.19 0.31
H -5.526836 2.300434 -9.686742 0.19 -0.37 -0.23
H -4.625416 2.962834 -8.396262 -0.03 0.27 0.08
H -5.063656 4.607604 -10.174302 -0.09 -0.03 -0.56
H -3.362016 4.476914 -9.965702 0.17 -0.22 0.40
H -4.903246 3.172164 -12.191462 0.03 -0.12 -0.25
H -3.600356 4.327194 -12.339262 0.08 -0.10 -0.04
H -2.550486 1.941874 -12.798652 -0.85 -0.01 -0.18
H -1.965406 2.856664 -11.505842 0.24 -0.33 0.53
H -1.831676 -0.176066 -11.966482 0.41 0.60 -0.17
H -2.111566 -0.628966 -10.356882 0.45 0.31 0.48
H -1.026736 0.837314 -10.618182 -0.04 -0.28 -0.23
C 1.318094 11.351844 -3.019732 -0.24 -0.47 0.52
C -0.070356 10.740304 -2.662952 -0.48 1.38 -0.22
C -0.006036 9.388244 -2.043812 0.29 -1.59 0.96
N -1.297736 8.845344 -1.375932 -1.75 0.79 0.56
C -0.966986 7.596204 -0.518042 0.34 0.06 0.16
C -2.146996 6.918334 0.195568 -0.74 -0.08 -1.58
C -2.965076 7.906044 0.996218 1.32 0.13 0.84
C -3.157216 9.290394 0.342038 -1.31 -1.32 -0.36
C -1.995026 9.908444 -0.451102 0.21 -1.08 0.82
C -2.389336 8.511194 -2.459882 2.17 -0.17 0.63
H 1.259024 12.407984 -3.282732 -0.35 -0.24 -0.48
H 1.873964 10.772234 -3.756732 -0.21 0.17 -0.17
H 1.942734 11.385584 -2.127102 -0.02 -0.30 0.22
H -0.806356 10.762134 -3.466652 0.46 -0.18 -0.63
H -0.551036 11.441234 -1.980502 0.28 0.02 0.46
H 0.775134 9.330704 -1.285812 -0.21 0.38 0.48
H 0.322814 8.575224 -2.691072 -0.33 0.13 -0.60
H -0.256946 7.913854 0.245538 -0.06 0.55 0.03
H -0.369086 6.895354 -1.100652 -0.38 0.06 -0.51
H -1.821886 6.052804 0.772868 0.50 0.36 0.27
H -2.811926 6.420594 -0.510272 0.07 0.13 -0.55
H -2.405276 8.002774 1.926468 -0.08 0.40 0.32
H -3.931906 7.490594 1.280378 -0.01 0.08 -0.15
H -3.536896 9.893424 1.166838 0.42 0.70 -0.36
H -4.035686 9.116144 -0.279262 -0.03 0.53 -0.37
H -1.325866 10.245174 0.340698 0.74 0.07 -0.56
H -2.299576 10.750814 -1.072192 0.00 -0.24 0.10
H -3.285566 8.171224 -1.940932 0.27 -0.01 -0.43
H -1.862366 7.765034 -3.054562 -0.64 -0.34 -0.08
H -2.542966 9.373684 -3.108412 -0.11 0.09 0.43
C 2.410534 4.957814 12.542738 0.51 0.22 -0.12
C 2.641484 5.983454 11.393068 -0.15 -0.66 0.02
C 2.212884 5.424454 10.002608 -0.08 0.65 1.12
N 2.361884 6.472244 8.907858 0.13 1.17 -0.44
C 3.836434 6.832824 8.761398 0.65 -0.71 -1.35
C 4.603984 5.634564 8.215778 0.12 -0.40 -0.68
C 4.038524 5.151044 6.858128 -1.07 -0.17 0.26
C 2.523274 4.790074 6.923328 -0.16 0.21 1.41
C 1.738944 5.963494 7.544478 0.10 0.01 0.64
C 1.613594 7.806604 9.198238 1.02 -1.67 0.31
H 1.410704 4.529894 12.469798 -0.01 0.04 0.14
H 2.539374 5.432124 13.515638 -0.43 0.39 -0.12
H 3.130804 4.146284 12.646348 0.07 -0.13 -0.76
H 3.658654 6.373594 11.357618 0.06 -0.28 0.21
H 2.002164 6.830634 11.641408 -0.05 0.05 -0.14
H 1.167824 5.143354 10.132818 -0.18 0.16 -0.57
H 2.755864 4.525024 9.712248 0.08 0.27 0.02
H 4.333374 7.304464 9.609158 -0.76 -0.46 0.55
H 3.968894 7.596254 7.994758 -0.73 0.15 -0.22
H 4.672434 4.770824 8.877118 -0.19 0.16 0.31
H 5.642124 5.927394 8.058898 0.00 0.19 0.02
H 4.624324 4.296164 6.520318 -0.09 0.11 -0.14
H 4.071984 5.940364 6.107158 0.52 0.10 -0.04
H 2.270404 3.946644 7.565808 0.61 -0.33 0.17
H 2.089774 4.469734 5.975928 0.14 0.56 -0.23
H 0.714424 5.758124 7.854778 0.04 -0.64 -0.05
H 1.580974 6.786974 6.848028 0.79 0.39 0.22
H 1.838964 8.373204 8.294758 -0.80 0.26 0.28
H 2.050504 8.288654 10.072788 0.07 -0.08 -0.19
H 0.596264 7.503044 9.445188 -0.15 0.54 -0.52
C -1.562776 -7.450136 -5.023272 0.60 -0.12 -1.13
C -0.995006 -8.045346 -3.745162 -1.26 -1.39 0.03
C -1.386566 -9.587386 -3.674992 0.28 1.00 0.73
N -0.896116 -10.281546 -2.402682 0.55 0.05 2.08
C 0.659084 -10.403806 -2.435332 -0.98 -1.59 -0.02
C 1.167984 -11.416336 -1.360062 0.08 1.22 -0.79
C 0.496724 -12.772746 -1.384572 -0.45 0.09 0.97
C -1.033646 -12.616986 -1.237032 1.48 -0.05 -0.86
C -1.538246 -11.699876 -2.360302 1.11 -0.23 0.51
C -1.308906 -9.506606 -1.091182 -0.30 0.37 -2.28
H -2.613386 -7.684296 -5.195042 0.02 -0.04 0.15
H -0.984136 -7.831636 -5.864532 -0.20 -0.46 -0.19
H -1.419606 -6.383286 -5.194792 -0.10 0.15 0.84
H -1.544566 -7.618716 -2.906072 0.50 0.35 0.15
H 0.081784 -7.887226 -3.685072 -0.14 0.02 0.19
H -1.057776 -10.204516 -4.511132 0.36 0.19 0.02
H -2.470646 -9.698386 -3.651582 -0.09 0.24 0.03
H 0.833884 -10.817056 -3.428692 0.29 0.11 -0.06
H 1.098894 -9.409046 -2.363742 -0.22 -0.13 0.12
H 2.238994 -11.543416 -1.517832 0.06 0.17 -0.06
H 1.062594 -10.923826 -0.393402 -0.03 -0.20 0.23
H 0.783294 -13.381666 -2.242012 -0.12 0.20 -0.20
H 0.858924 -13.301136 -0.502692 0.08 -0.22 -0.08
H -1.473126 -13.597896 -1.418072 -0.31 0.10 0.14
H -1.241586 -12.318516 -0.209522 -0.40 0.23 -0.18
H -1.150976 -12.117186 -3.289812 -0.50 -0.22 -0.15
H -2.625656 -11.743076 -2.298872 0.00 1.03 -0.50
H -0.855596 -8.515616 -1.067702 0.34 -0.22 -0.29
H -1.072496 -9.986806 -0.141642 -0.33 -0.53 -0.57
H -2.350576 -9.327486 -1.357542 -0.28 -0.16 1.09
C -4.857226 -0.541326 -0.399052 -0.38 -1.02 0.66
C -5.404706 -1.284696 0.807838 0.91 -0.27 1.72
C -4.302576 -1.507816 1.843398 -0.21 0.18 1.94
N -4.815396 -2.054136 3.250278 0.62 -0.85 0.29
C -5.657496 -1.124456 4.107148 0.01 0.83 0.77
C -4.891196 0.148914 4.551198 1.04 -1.26 -0.23
C -3.548296 -0.272156 5.332198 -1.20 0.43 -0.77
C -2.779556 -1.337246 4.593958 0.71 -0.29 -2.05
C -3.597226 -2.524536 4.072098 -1.18 1.26 1.28
C -5.660756 -3.278946 3.069198 -0.70 1.21 -0.44
H -5.735586 -0.253746 -0.976872 0.51 0.19 -0.40
H -4.274666 -1.334836 -0.867092 0.26 0.70 -0.79
H -4.233286 0.295644 -0.085542 -0.10 0.04 -0.36
H -5.714706 -2.293896 0.536678 -0.71 0.31 -0.21
H -6.154656 -0.714036 1.355588 -0.53 -0.15 -0.38
H -3.813216 -0.591746 2.174228 0.03 0.09 -0.57
H -3.520136 -2.223306 1.590488 -0.13 0.00 -0.34
H -6.577726 -0.913726 3.562278 0.19 0.25 -0.19
H -5.994786 -1.659396 4.994938 0.27 -0.51 -0.09
H -4.777266 0.609414 3.569838 0.95 0.74 0.30
H -5.450936 0.857054 5.162208 -0.38 -0.45 -0.06
H -2.881396 0.572844 5.503468 -0.18 0.19 -0.27
H -3.776686 -0.621806 6.339018 -0.49 -0.10 0.00
H -2.370606 -0.943466 3.663488 0.44 0.63 0.15
H -1.904366 -1.668876 5.152688 -0.20 -0.28 0.10
H -3.080746 -3.264746 3.461008 0.12 0.11 0.36
H -4.069416 -2.901096 4.979488 0.03 -0.96 -0.24
H -5.157746 -3.981436 2.404678 -0.16 -0.09 0.30
H -6.569986 -2.866216 2.632098 -0.07 -0.59 -0.44
H -5.979956 -3.645916 4.044668 0.54 -0.35 -0.12
C 9.201904 -5.420446 1.227488 0.67 -0.51 -0.35
C 8.594404 -4.608616 2.376508 -0.76 0.14 -0.95
C 7.149274 -5.090146 2.668688 0.26 -0.22 1.02
N 6.506384 -4.571036 4.016778 0.01 0.79 0.76
C 5.253354 -5.404016 4.428578 1.21 -1.01 -0.14
C 5.659084 -6.887786 4.697698 -0.42 0.10 1.48
C 6.655694 -6.964616 5.954288 -2.12 0.61 -1.77
C 7.791404 -6.012036 5.693088 1.40 0.10 0.04
C 7.518614 -4.556806 5.245008 -1.32 -1.03 -0.44
C 6.137594 -3.082246 3.904588 0.16 -1.35 -0.16
H 10.251094 -5.145966 1.118108 0.00 0.14 0.04
H 8.773834 -5.286226 0.234088 -0.40 0.42 0.20
H 9.225164 -6.502956 1.352868 -0.20 -0.07 0.51
H 8.557084 -3.590836 1.988158 -0.08 0.24 0.28
H 9.296364 -4.595606 3.210288 -0.36 -0.34 0.16
H 7.110854 -6.179446 2.675108 0.26 0.06 0.56
H 6.461794 -4.864866 1.853388 -0.05 0.66 0.16
H 4.454984 -5.343076 3.688988 0.44 0.20 -0.45
H 4.818874 -4.993276 5.339968 0.45 0.33 0.09
H 5.918294 -7.430376 3.788578 0.66 0.22 0.11
H 4.741274 -7.401126 4.984418 -0.23 0.13 0.12
H 6.981664 -7.962176 6.248768 0.33 -0.06 -0.76
H 6.076664 -6.698066 6.838468 -0.17 0.55 -0.02
H 8.416774 -6.440796 4.910028 0.25 -0.19 0.08
H 8.336914 -6.082646 6.634118 0.65 0.79 -0.21
H 8.332054 -3.912806 4.910838 0.43 -0.82 -0.05
H 7.087494 -3.950436 6.041598 -0.67 -0.26 -0.08
H 5.419154 -2.968136 3.092848 0.06 0.19 0.14
H 7.063794 -2.536636 3.724158 -0.20 0.03 -0.17
H 5.743104 -2.811856 4.884058 -0.20 0.17 -0.31
B 2.691984 4.883724 -7.006592 1.07 -1.20 0.07
F 3.175034 3.774384 -7.743342 0.11 -0.08 -0.13
F 1.778294 5.566514 -7.698852 -2.14 1.62 -2.24
F 2.025034 4.413434 -5.895422 -0.31 -0.72 1.82
F 3.726574 5.738314 -6.690512 0.99 0.41 0.57
O 0.593614 -0.678556 -2.926342 -0.75 -0.95 -1.58
C 1.124074 -0.956876 -1.700562 0.35 0.64 1.27
O 1.411674 0.039134 -1.041722 0.40 2.28 1.05
O 1.257084 -2.109686 -1.312132 -0.41 -2.25 -0.65
H 0.618594 0.275984 -3.025472 0.20 0.10 0.24
```
Forces are in eV/Å.